[1]
Density functional theory data (ωB97M-V/def2-TZVPD) for a molecular structure, C38H49ClDyN4O4P in a non-equilibrium geometry.

Results
Total energy: -3683.99206 hartree
Expectation value of S²: 9.340
E_LUMO (alpha / beta): 0.32 / 0.32 eV
Spin multiplicity: 6

Structure (XYZ):
```
98
Properties=species:S:1:pos:R:3:forces:R:3:mulliken_charge:R:1
O 2.2176 -0.2286 -2.1768 -1.4472 -0.8114 2.2488 -0.2606
C 2.8839 -1.1918 -2.9402 0.2593 0.7730 -0.2450 0.1291
C 2.3692 -0.9910 -4.3546 0.3167 -0.2032 0.5289 -0.4169
C 1.1006 -0.4305 -4.5912 0.6004 -0.3340 -0.4319 0.1872
H 0.4724 -0.0977 -3.7530 0.4077 -0.2318 -0.4860 0.2898
C 0.6776 -0.2933 -5.9139 0.2151 -0.1484 0.0587 -0.8897
H -0.3078 0.1353 -6.1056 0.2662 -0.1331 -0.1477 0.4246
C 1.5124 -0.7068 -6.9631 -0.0639 0.0266 0.0209 -0.4830
H 1.1744 -0.6008 -7.9977 0.1287 -0.0330 0.3523 0.3700
C 2.7753 -1.2509 -6.6951 -0.0339 0.1042 0.0064 -0.7444
H 3.4351 -1.5664 -7.4986 -0.2131 0.0818 -0.0635 0.3974
C 3.2135 -1.3857 -5.3815 -0.5760 0.0914 -0.3925 -0.1414
H 4.1828 -1.8205 -5.1121 -0.3581 0.1705 -0.2895 0.3913
H 3.9394 -0.8767 -2.8429 0.1640 -0.2478 -0.7648 0.4220
C 3.6716 -2.8769 -1.1968 0.2345 -0.1669 -0.1965 -1.2650
C 2.8887 -2.6748 -2.4820 -1.0667 0.9132 -0.0677 0.3928
H 3.9469 -3.9331 -1.0780 0.2719 0.3516 -0.0133 0.4117
H 3.1282 -2.6037 -0.2775 -0.0024 -0.2139 -0.7208 0.0040
H 4.5554 -2.2057 -1.2097 -0.1090 -0.5880 -0.0942 0.3507
C 2.0717 -3.5576 -3.0827 -0.0446 -0.4973 0.3989 0.2598
C 1.8181 -4.9944 -2.6234 0.6032 -0.2103 -0.7263 -1.4680
H 1.4208 -3.2437 -3.9221 0.6922 -0.0497 0.4008 0.2514
H 2.1250 -5.6795 -3.4278 0.0747 0.0519 0.0543 0.4047
H 0.7484 -5.2069 -2.4392 0.6472 0.3046 -0.1378 0.3040
H 2.3918 -5.2503 -1.7157 -0.3769 0.0937 -0.4879 0.2967
Dy 0.5281 -0.8561 -0.6729 0.0326 0.0815 -1.0181 0.4222
Cl 0.7073 -3.5088 -0.6302 -0.8922 0.3889 0.9662 -0.6050
C -1.1638 -2.2475 1.1795 -0.7022 -0.1432 0.0747 -0.0697
O -0.2758 -1.3950 1.3369 0.8743 -1.2599 0.0019 -0.4310
N -2.0395 -2.4133 2.1542 0.7330 0.3714 0.1420 0.5289
C -1.7435 -1.8079 3.4576 -0.3390 -0.3538 0.1020 -0.7347
C -3.2220 -3.1978 1.9641 0.1998 -0.4269 0.0137 -0.9797
H -1.2315 -2.9032 0.2542 -0.3323 0.9053 1.1666 0.2872
H -0.8476 -1.1772 3.4152 -0.5232 -0.4706 -0.1039 0.2206
H -1.5710 -2.6121 4.1793 -0.1747 0.0326 0.0556 0.4638
H -2.6039 -1.2050 3.7607 0.1763 -0.1104 0.1368 0.2166
H -3.3169 -3.3997 0.8881 -0.1763 -0.0470 0.4221 0.3276
H -4.0730 -2.6203 2.3230 -0.1923 -0.1764 -0.0823 0.2770
H -3.1003 -4.1290 2.5254 -0.4460 -0.0738 -0.0833 0.3317
H 0.6165 3.8262 -3.5007 0.0251 -0.1893 -0.1569 0.2915
H -1.5493 3.5745 -1.8538 0.2600 -0.1850 -0.2704 0.3152
C 0.6969 2.7460 -3.3208 0.4888 0.5794 0.0020 -1.1322
C -1.2012 2.5345 -1.7772 -0.0552 -0.3930 0.4258 -1.1377
N 0.2398 2.4381 -1.9842 0.2584 0.0997 0.3438 0.5927
H 1.7357 2.4132 -3.4164 -0.2469 0.0636 -0.2255 0.4329
C 1.1072 2.0314 -1.0460 -0.0704 -0.0649 -0.7553 -0.5752
O 0.7982 1.3317 -0.0657 0.9269 1.4803 0.0366 -0.0418
H -1.4105 2.1388 -0.7852 0.1745 0.4566 -0.9807 0.0253
H 2.1741 2.3195 -1.1828 -0.6007 -0.1775 -0.3977 0.4492
H 0.0629 2.2102 -4.0384 0.2913 0.1183 0.1509 0.3149
H -1.7301 1.8485 -2.4491 0.0971 0.3845 -0.0600 0.3951
H 4.2392 -0.6825 3.6144 0.0783 -0.2348 -0.2338 0.2791
H 5.3325 1.6035 2.5566 0.0718 -0.0156 -0.2742 0.3090
C 4.5220 -1.0711 2.6233 0.0335 0.3750 -0.0091 -0.9385
C 5.3476 1.0741 1.5945 -0.0102 -0.2814 -0.0797 -0.9523
N 4.3798 -0.0060 1.6220 -0.3436 -0.3334 -0.4194 0.4855
H 3.8802 -1.9232 2.3546 0.2850 0.4557 0.1028 0.2311
C 3.3921 -0.0769 0.7196 -0.7790 -0.7022 0.5672 0.5133
O 2.4819 -0.9352 0.8427 0.8451 1.4343 -0.6141 -0.7760
H 5.0726 1.7581 0.7798 0.2320 -0.1299 0.3223 0.2977
H 3.4326 0.6664 -0.1176 -0.1541 -0.6171 0.5832 -0.0543
H 5.5782 -1.3686 2.6422 -0.2496 -0.0290 0.0663 0.3731
H 6.3457 0.6519 1.4178 -0.1046 0.3012 0.0423 0.3242
N -1.6170 0.1274 -0.4600 0.0798 0.4978 2.0955 -0.9798
P -2.0832 0.8228 0.9083 0.8820 -1.9412 -1.7985 2.4261
C -0.9636 0.9733 2.5315 -0.1345 0.1091 0.7000 1.6944
C 0.4280 0.7591 2.6272 0.0700 -0.1657 0.0879 0.9772
C 1.1694 1.0114 3.7903 -0.5994 0.2563 -0.2384 -0.7052
C 0.5483 1.5590 4.9099 0.0209 -0.1052 0.0291 -0.7110
C -0.8160 1.8411 4.8368 -0.0914 -0.1605 -0.2746 -1.4099
C -1.5545 1.5590 3.6735 0.4331 0.1100 0.1392 -0.7760
C -2.3179 2.6406 1.1280 -0.6250 1.3724 -0.1199 0.4102
C -1.1712 3.4686 1.2085 -0.0107 0.0497 0.0072 0.5716
C -1.2460 4.8339 1.4570 -0.2371 -0.2939 -0.0821 -1.1345
C -2.4955 5.4296 1.6554 -0.1716 -0.1979 -0.0400 -0.6763
C -3.6431 4.6344 1.5964 0.1205 0.2062 0.0069 -0.7171
C -3.5649 3.2554 1.3290 0.4622 0.1300 -0.0599 -0.6007
C -3.7782 0.0886 1.1617 -0.8924 0.2941 1.0781 0.2909
C -4.4355 0.1601 2.4032 -0.6639 -0.1582 -0.1412 0.2422
C -5.7663 -0.2723 2.5659 0.1308 -0.0548 0.0431 -0.8729
C -6.4833 -0.8128 1.4925 0.3920 0.1737 0.0331 -0.5228
C -5.8462 -0.9136 0.2477 0.3605 0.1969 0.3446 -0.6805
C -4.5170 -0.4692 0.0884 0.0694 0.0286 -0.0231 -0.9055
H 1.0103 0.3646 1.8099 -0.3925 0.0885 0.3492 -0.4287
H 2.2381 0.7892 3.7910 -0.2804 0.0710 -0.0062 0.1830
H 1.1298 1.7637 5.8182 -0.3646 -0.0459 -0.3769 0.3664
H -1.3154 2.2976 5.6898 0.0363 -0.0897 -0.1904 0.3914
H -2.5951 1.8881 3.6637 0.3264 -0.1551 -0.0240 0.4879
H -0.1816 3.0251 1.0951 -0.3434 0.0639 0.0475 0.2307
H -0.3311 5.4299 1.5050 -0.2994 -0.2088 -0.0054 0.4379
H -2.5536 6.5050 1.8560 -0.1172 -0.4590 -0.0583 0.3598
H -4.6179 5.1015 1.7610 0.2849 -0.2300 -0.0569 0.4048
H -4.4825 2.6679 1.3158 0.2176 0.1110 -0.0931 0.3109
H -3.9370 0.5767 3.2757 -0.1038 -0.0920 -0.2524 -0.0447
H -6.2466 -0.1780 3.5503 0.2657 -0.0591 -0.4753 0.3776
H -7.5222 -1.1405 1.6291 0.5170 0.1502 -0.1057 0.3693
H -6.4003 -1.3314 -0.6006 0.3759 0.1929 0.2741 0.3767
H -4.0454 -0.5540 -0.8948 0.0010 0.1081 0.4222 0.3612
```
Positions in Å, forces in eV/Å.

---

[2]
Density functional theory data (ωB97M-V/def2-TZVPD) for a molecular structure, C38H50BClN6O5S3V in a non-equilibrium geometry.

Results
Total energy: -4806.50078 hartree
Expectation value of S²: 1.107
E_LUMO (alpha / beta): -0.33 / -0.18 eV
Spin multiplicity: 2

Structure (XYZ):
```
105
Properties=species:S:1:pos:R:3:forces:R:3:mulliken_charge:R:1
V 0.3709 -0.2489 -0.2126 -3.0420 -0.5013 1.6556 0.8557
C 2.6738 -3.5461 2.4928 -0.0583 0.0356 0.0182 -1.8417
C 1.2315 -3.6535 2.1078 0.1633 0.1905 0.1483 -0.4427
C 0.6176 -4.8567 1.9104 -0.0877 -0.1820 -0.0513 -0.7443
C -0.7232 -4.9072 1.4935 -0.0974 -0.1279 0.0104 -0.3471
N -1.3814 -3.8036 1.2235 -0.0303 -0.2015 -0.0169 -0.5373
N -0.7811 -2.6445 1.4088 -0.3380 0.0979 -0.1261 1.0394
B -1.5489 -1.3518 1.0217 0.6775 0.9421 -0.2882 -1.4793
N -2.0157 -0.6813 2.3296 -0.0728 -0.4516 0.2051 0.4176
N -2.1577 -1.5515 3.3500 0.0510 0.1625 -0.2342 0.3985
C -2.5052 -1.1174 4.5183 -0.0025 0.0009 0.1596 -0.3934
C -2.7171 0.2687 4.7409 -0.0785 -0.1263 0.2538 -0.6296
C -2.5727 1.1530 3.7299 0.0384 0.2393 -0.2071 0.3346
C -2.7167 2.6260 3.9396 -0.0309 -0.0084 -0.0664 -1.8698
C -2.2369 0.6522 2.4205 0.0485 -0.1410 -0.0388 1.1723
S -2.0829 1.5951 1.0448 -0.0430 0.0483 0.0871 -0.3461
C -2.6487 -2.1934 5.5967 0.0441 0.0768 -0.0851 2.5088
C -2.9408 -1.5809 6.9664 -0.0042 -0.0263 0.0064 -2.3722
C -3.7936 -3.1278 5.1923 -0.0714 -0.0104 0.0064 -1.4334
C -1.3438 -2.9961 5.6641 0.0514 0.0161 -0.0164 -1.4938
N -2.7424 -1.5881 0.0775 0.0028 -0.1936 0.2490 0.1006
N -3.7851 -2.1227 0.7433 0.2631 0.1390 -0.0698 0.4134
C -4.8787 -2.3970 0.1101 -0.2187 -0.0579 -0.0951 -0.3017
C -4.9781 -2.1678 -1.2874 -0.1594 -0.0766 0.0391 -0.6846
C -3.9420 -1.6247 -1.9688 0.0908 0.0443 -0.1885 0.3158
C -4.0123 -1.3655 -3.4436 0.0135 0.0266 0.1069 -1.9780
C -2.7558 -1.2769 -1.2319 -0.0421 -0.0135 0.0339 1.4405
S -1.4916 -0.4627 -2.0009 0.3586 0.1742 0.2361 -0.4275
C -6.0043 -2.9612 0.9760 0.0073 0.0515 0.0296 2.4558
C -5.4961 -4.2224 1.6840 0.0154 0.0248 -0.0421 -0.7167
C -6.3674 -1.9065 2.0321 0.0383 0.0286 -0.0026 -1.5274
C -7.2418 -3.3019 0.1493 -0.0489 -0.0262 0.0090 -2.3716
C 0.4602 -2.4890 1.8821 0.1569 0.1117 0.0741 1.5835
S 1.0599 -0.8768 2.0769 0.3598 -0.1676 0.0183 -0.5058
C -1.5358 -6.1975 1.3795 0.0282 0.1149 -0.0221 2.3213
C -0.6498 -7.4373 1.4886 0.0010 -0.0190 -0.0447 -2.2925
C -2.5471 -6.1972 2.5357 0.0317 0.0454 0.0477 -1.2642
C -2.2876 -6.2178 0.0438 0.0369 0.0250 -0.0411 -1.4647
H 3.1690 -4.5113 2.3910 -0.0078 0.0141 0.0367 0.4629
H 2.7785 -3.1976 3.5223 -0.0183 0.0029 -0.0156 0.2975
H 3.1714 -2.8059 1.8650 -0.0053 -0.0153 -0.0086 0.3261
H 1.1789 -5.7709 2.0493 -0.0140 0.0091 0.0191 0.5302
H -2.9847 0.6267 5.7271 0.0236 -0.0178 -0.0323 0.5475
H -3.1873 2.8369 4.8993 0.0265 -0.0031 0.0014 0.4137
H -3.2921 3.0774 3.1318 -0.0162 -0.0187 0.0307 0.3833
H -1.7311 3.0986 3.9184 -0.0191 0.0027 -0.0296 0.2714
H -3.8875 -1.0342 6.9729 0.0378 -0.0245 0.0027 0.4217
H -2.1452 -0.9015 7.2836 -0.0299 -0.0328 -0.0119 0.4638
H -3.0141 -2.3770 7.7102 -0.0038 0.0213 -0.0164 0.4144
H -4.7457 -2.5896 5.1601 0.0331 -0.0324 -0.0088 0.3376
H -3.8871 -3.9466 5.9114 -0.0019 0.0309 -0.0273 0.4735
H -3.6040 -3.5462 4.2017 -0.0001 0.0094 0.0639 0.0256
H -0.5008 -2.3463 5.9141 -0.0201 -0.0339 -0.0009 0.3822
H -1.1347 -3.4646 4.6997 -0.0146 0.0169 0.0639 0.0536
H -1.4202 -3.7735 6.4290 0.0021 0.0155 -0.0333 0.4538
H -5.8883 -2.4149 -1.8185 0.0246 -0.0303 0.0333 0.5687
H -4.8835 -1.8579 -3.8752 0.0104 0.0327 0.0159 0.3969
H -3.1070 -1.7169 -3.9400 -0.0299 -0.0202 0.0186 0.3676
H -4.0747 -0.2924 -3.6386 0.0249 -0.0219 0.0196 0.3616
H -4.5501 -4.0095 2.1833 -0.1619 0.0638 -0.0374 -0.6560
H -5.3364 -5.0384 0.9718 0.0208 0.0506 0.0393 0.3331
H -6.2223 -4.5546 2.4306 0.0098 -0.0074 -0.0421 0.4127
H -5.4859 -1.6381 2.6193 -0.0524 -0.0283 -0.0248 0.0681
H -7.1332 -2.2994 2.7059 0.0140 0.0171 -0.0348 0.4302
H -6.7546 -0.9986 1.5618 0.0222 -0.0277 0.0231 0.4316
H -7.0223 -4.0419 -0.6255 -0.0097 0.0321 0.0352 0.4616
H -7.6743 -2.4167 -0.3248 0.0272 -0.0369 0.0157 0.4319
H -8.0021 -3.7295 0.8067 0.0104 0.0217 -0.0359 0.4103
H -0.1477 -7.4967 2.4568 -0.0158 -0.0008 -0.0179 0.3754
H 0.1071 -7.4686 0.6995 -0.0286 0.0130 0.0383 0.4424
H -1.2724 -8.3285 1.3895 0.0276 0.0110 -0.0081 0.4475
H -2.0338 -6.1167 3.4983 -0.0237 -0.0356 -0.0175 0.3370
H -3.1273 -7.1238 2.5313 0.0121 0.0400 -0.0107 0.4929
H -3.2310 -5.3520 2.4459 0.1557 -0.1608 0.0222 -0.0308
H -1.5861 -6.2871 -0.7933 -0.0467 0.0007 0.0228 0.2715
H -2.8823 -5.3108 -0.0788 0.0156 -0.0601 0.0156 0.0650
H -2.9531 -7.0839 0.0017 0.0400 0.0278 0.0059 0.4659
Cl 2.5450 -5.0539 -5.2585 -0.0076 0.0156 0.0713 -0.2368
C 2.0260 -4.1199 -3.8831 -0.0262 -0.0826 -0.0156 0.0469
C 0.9640 -4.5758 -3.1017 0.0032 -0.0619 0.0337 -0.8721
C 0.5222 -3.8381 -2.0225 -0.0432 -0.1835 -0.0504 0.1634
C 1.1402 -2.6257 -1.7116 -0.2053 0.4498 0.2814 -0.5574
O 0.6977 -1.8677 -0.7309 1.1539 -3.8376 -1.2184 0.2736
C 2.2160 -2.1826 -2.4860 0.2053 0.3007 -0.1762 1.1449
C 2.8725 -0.9004 -2.1947 0.0758 -0.2781 -0.0647 -0.6429
O 2.6783 -0.2104 -1.2135 -0.1624 0.3102 -0.0216 -0.4947
C 2.6512 -2.9360 -3.5765 0.1208 0.0438 -0.0935 -1.0146
H 0.4862 -5.5143 -3.3548 0.0015 0.0377 -0.0069 0.4870
H -0.3134 -4.1699 -1.4169 0.0047 0.0298 -0.0422 0.3628
H 3.6111 -0.5694 -2.9465 0.0624 -0.0741 0.0139 0.2934
H 3.4832 -2.5844 -4.1770 -0.0566 0.0005 0.0008 0.4058
C 3.3655 3.3570 0.1535 0.0789 -0.0296 -0.0088 -1.7585
C 1.9133 3.1438 0.5377 -0.2115 -0.0861 0.1198 1.9036
C 1.2165 4.4484 0.9137 -0.0265 0.0788 -0.0364 -1.6753
O 1.9002 2.2347 1.6269 0.0566 0.1597 0.0840 -0.5978
C 1.1617 2.5732 -0.6746 -0.0683 -0.6051 0.3562 0.0969
O 1.1287 3.1224 -1.7344 -0.0530 0.1358 -0.4256 -0.6022
O 0.5137 1.4250 -0.4173 1.0217 3.6411 -0.6804 -0.1882
H 3.8581 3.9690 0.9096 0.0117 -0.0292 0.0027 0.4224
H 3.4271 3.8519 -0.8143 0.0080 0.0338 0.0364 0.3579
H 3.8714 2.3924 0.0958 -0.0141 0.0175 -0.0354 0.3517
H 1.7734 4.9411 1.7110 -0.0196 -0.0154 0.0214 0.4233
H 0.1970 4.2475 1.2566 0.0284 0.0094 -0.0134 0.3291
H 1.1596 5.1090 0.0482 0.0237 -0.0032 0.0378 0.3677
H 0.9939 2.1770 1.9573 -0.0334 -0.0674 -0.0381 0.1735
```
Positions in Å, forces in eV/Å.